No. 1
C30H46AsClN3O4OsSi3 | ωB97M-V/def2-TZVPD

```
! RIJCOSX wB97M-V def2-TZVPD def2/J DEFGRID3
* xyz 1 1
Os 0.340 0.489 -0.541
O -2.940 1.520 1.673
C -1.871 1.108 1.319
O -1.455 1.047 0.060
C -0.799 0.633 2.265
C -0.837 0.619 3.647
C 0.303 0.192 4.321
C 1.443 -0.182 3.613
C 1.390 -0.131 2.233
N 0.282 0.248 1.612
C 2.491 -0.437 1.253
O 3.585 -0.814 1.565
O 2.097 -0.217 0.003
H -1.732 0.938 4.163
H 0.310 0.163 5.402
H 2.353 -0.499 4.102
C -2.595 2.320 -3.344
N -1.771 3.509 -3.322
C -1.545 4.040 -4.652
C -0.573 3.341 -2.514
C 0.433 2.321 -3.021
C 1.278 2.668 -4.058
C 2.211 1.767 -4.577
C 2.274 0.480 -4.086
C 1.392 0.094 -3.079
C 0.513 1.009 -2.479
H -3.539 2.540 -3.844
H -2.814 2.013 -2.320
H -2.122 1.475 -3.872
H -2.505 4.314 -5.090
H -1.055 3.328 -5.333
H -0.933 4.941 -4.593
H -0.913 3.050 -1.520
H -0.082 4.316 -2.434
H 1.238 3.674 -4.460
H 2.874 2.080 -5.373
H 2.975 -0.236 -4.495
H 1.423 -0.929 -2.736
Cl 4.577 4.169 -1.059
C 3.029 3.898 -0.363
C 2.408 4.866 0.406
C 1.155 4.583 0.926
C 0.573 3.360 0.659
N 1.183 2.428 -0.082
C 2.395 2.688 -0.585
H 2.893 5.816 0.586
H 0.624 5.309 1.525
H -0.418 3.129 1.023
H 2.864 1.917 -1.180
C -0.892 -1.525 -4.571
Si -1.828 -2.082 -3.056
C -2.334 -3.857 -3.326
C -3.344 -1.030 -2.781
As -0.521 -1.873 -1.048
Si 1.261 -3.489 -1.066
C 1.597 -3.937 0.716
C 2.806 -2.845 -1.892
C 0.725 -5.014 -2.000
Si -1.991 -2.764 0.638
C -2.382 -4.569 0.347
C -1.161 -2.686 2.324
C -3.593 -1.806 0.602
H -1.503 -1.807 -5.434
H 0.076 -2.017 -4.680
H -0.738 -0.448 -4.603
H -3.060 -3.851 -4.146
H -2.819 -4.314 -2.465
H -1.503 -4.491 -3.631
H -3.738 -0.702 -3.747
H -3.131 -0.144 -2.184
H -4.130 -1.595 -2.279
H 1.694 -3.078 1.380
H 2.535 -4.496 0.771
H 0.804 -4.578 1.105
H 3.189 -1.927 -1.447
H 2.669 -2.700 -2.965
H 3.569 -3.621 -1.771
H -0.254 -5.395 -1.713
H 1.462 -5.798 -1.798
H 0.724 -4.842 -3.078
H -1.500 -5.189 0.186
H -3.077 -4.728 -0.477
H -2.869 -4.930 1.258
H -0.807 -3.684 2.589
H -1.898 -2.390 3.074
H -0.311 -2.015 2.398
H -4.228 -2.181 -0.202
H -3.490 -0.730 0.469
H -4.126 -1.980 1.541
*
```

Frontier orbital gap (alpha / beta) = 6.28 / 6.29 eV
Relative energy (zero: lowest compared OMol25 entry of this formula, charge and spin) = 0.0 kcal/mol
LUMO energy (alpha / beta) = -4.38 / -4.38 eV
E = -5291.06217 Eh

=====

No. 2
C5CoF15O15S5 | ωB97M-V/def2-TZVPD

```
! RIJCOSX wB97M-V def2-TZVPD def2/J DEFGRID3
* xyz -3 4
Co -17.944 -32.880 19.906
C -16.064 -30.070 16.926
F -15.997 -29.738 18.257
F -17.111 -29.403 16.361
F -14.976 -29.825 16.270
S -16.395 -31.931 16.961
O -17.208 -32.126 15.753
O -15.059 -32.563 17.065
O -17.209 -32.154 18.208
C -21.335 -35.324 17.815
F -21.835 -35.412 16.547
F -22.013 -34.518 18.610
F -21.182 -36.523 18.387
S -19.598 -34.436 17.635
O -18.644 -35.375 17.024
O -19.871 -33.244 16.786
O -19.250 -34.056 19.012
C -14.186 -30.699 22.062
F -12.836 -30.693 22.172
F -14.641 -30.585 23.309
F -14.538 -29.582 21.444
S -14.829 -32.259 20.944
O -16.270 -32.090 20.758
O -14.184 -32.125 19.638
O -14.521 -33.443 21.613
C -15.475 -36.971 20.347
F -14.948 -37.978 19.743
F -16.763 -37.178 20.685
F -14.730 -36.705 21.357
S -15.582 -35.511 19.074
O -15.972 -36.077 17.812
O -16.564 -34.512 19.507
O -14.279 -34.820 18.920
C -20.427 -28.878 19.727
F -21.389 -29.071 20.602
F -20.861 -28.030 18.829
F -19.321 -28.379 20.284
S -20.096 -30.537 18.828
O -19.182 -31.305 19.659
O -21.379 -31.191 18.609
O -19.454 -30.206 17.560
*
```

Frontier orbital gap (alpha / beta) = 7.05 / 7.02 eV
Relative energy (zero: lowest compared OMol25 entry of this formula, charge and spin) = 78.5 kcal/mol
LUMO energy (alpha / beta) = 6.48 / 6.47 eV
E = -6190.87404 Eh

=====

No. 3
C16H22N3OPdSb | ωB97M-V/def2-TZVPD

```
! RIJCOSX wB97M-V def2-TZVPD def2/J DEFGRID3
* xyz 0 3
Pd 0.259 -1.125 0.955
N -0.676 -2.381 -0.339
C -0.964 -1.934 -1.557
C -1.702 -2.751 -2.467
C -1.981 -2.324 -3.745
C -1.550 -1.077 -4.194
C -0.836 -0.247 -3.329
C -0.554 -0.647 -2.044
H -2.040 -3.717 -2.114
H -2.542 -2.969 -4.411
H -1.769 -0.755 -5.204
H -0.511 0.727 -3.676
H -0.002 -0.003 -1.366
C -1.963 1.543 3.939
Sb -1.421 0.130 2.397
C -3.132 -1.140 2.689
C -2.231 1.249 0.744
H -2.999 1.846 3.793
H -1.316 2.418 3.905
H -1.859 1.062 4.911
H -4.042 -0.540 2.670
H -3.062 -1.654 3.648
H -3.157 -1.877 1.888
H -3.296 1.434 0.884
H -2.077 0.653 -0.155
H -1.704 2.196 0.633
N 3.813 -0.154 -1.117
C 3.148 -1.005 -0.291
N 2.400 -0.386 0.579
C 2.571 0.970 0.321
C 2.013 2.083 0.945
C 2.364 3.328 0.464
C 3.249 3.476 -0.613
C 3.812 2.383 -1.241
C 3.465 1.130 -0.752
H 4.441 -0.416 -1.855
H 3.238 -2.078 -0.361
H 1.326 1.957 1.770
H 1.947 4.215 0.925
H 3.490 4.472 -0.961
H 4.490 2.503 -2.077
O 0.839 -3.539 1.908
H 0.324 -3.385 2.702
H 0.196 -3.673 1.195
*
```

Frontier orbital gap (alpha / beta) = 7.47 / 7.17 eV
Relative energy (zero: lowest compared OMol25 entry of this formula, charge and spin) = 14.4 kcal/mol
LUMO energy (alpha / beta) = 0.64 / -0.21 eV
E = -1230.43297 Eh

=====

No. 4
C15H26BrCl3N4P2PdS | ωB97M-V/def2-TZVPD

```
! RIJCOSX wB97M-V def2-TZVPD def2/J DEFGRID3
* xyz 4 1
Pd -0.127 -0.405 -0.106
C -1.482 -0.078 -3.594
P -0.218 0.498 -2.414
C -0.107 2.307 -2.621
C 1.355 -0.158 -3.133
C 2.557 -0.007 -2.210
P 2.346 -0.892 -0.599
C 2.791 -2.622 -0.974
C 3.663 -0.219 0.465
H -1.212 0.284 -4.589
H -2.471 0.308 -3.350
H -1.518 -1.166 -3.621
H 0.250 2.517 -3.634
H 0.585 2.750 -1.904
H -1.082 2.773 -2.495
H 1.542 0.394 -4.062
H 1.200 -1.209 -3.396
H 2.758 1.048 -2.006
H 3.445 -0.431 -2.696
H 3.788 -2.628 -1.424
H 2.086 -3.062 -1.679
H 2.824 -3.233 -0.074
H 4.609 -0.267 -0.085
H 3.763 -0.803 1.379
H 3.463 0.820 0.725
Cl 0.658 -1.993 4.976
C 1.008 -0.288 4.517
Cl 0.006 0.846 5.487
Cl 2.758 0.080 4.720
C 0.667 -0.139 3.132
N 0.390 -0.035 2.020
C -5.221 3.723 1.440
N -3.957 3.123 1.098
C -3.772 1.829 0.918
N -4.750 0.956 1.042
S -2.174 1.274 0.464
H -5.106 4.799 1.551
H -5.616 3.321 2.380
H -5.973 3.540 0.665
H -3.168 3.749 0.991
H -5.688 1.243 1.291
H -4.593 -0.033 0.931
Br -4.729 -3.878 -1.514
C -3.045 -3.694 -0.609
C -2.472 -4.768 0.071
C -1.258 -4.570 0.711
C -0.651 -3.323 0.649
N -1.203 -2.302 -0.011
C -2.371 -2.468 -0.623
H -2.966 -5.731 0.102
H -0.789 -5.380 1.249
H 0.298 -3.137 1.145
H -2.792 -1.615 -1.151
*
```

Frontier orbital gap (alpha / beta) = 3.44 / 3.80 eV
Relative energy (zero: lowest compared OMol25 entry of this formula, charge and spin) = 58.1 kcal/mol
LUMO energy (alpha / beta) = -16.71 / -16.38 eV
E = -5967.94913 Eh

=====

No. 5
C38H69IO10 | ωB97M-V/def2-TZVPD

```
! RIJCOSX wB97M-V def2-TZVPD def2/J DEFGRID3
* xyz 0 1
O 0.846 -2.582 3.553
C 0.653 -1.651 2.794
C 1.768 -0.821 2.202
C 2.980 -1.352 1.811
C 3.907 -0.501 1.244
C 3.663 0.834 1.054
O 4.585 1.651 0.469
C 2.447 1.383 1.469
C 1.530 0.532 2.022
C 0.168 1.045 2.463
O 0.106 2.111 3.043
C -0.985 0.112 2.153
C -2.218 0.565 1.684
C -2.592 2.020 1.427
C -2.705 2.913 2.687
C -1.879 4.222 2.464
I -3.094 5.995 2.438
C -3.160 -0.414 1.390
C -2.894 -1.747 1.552
C -1.674 -2.192 2.024
C -0.728 -1.244 2.316
H 3.151 -2.414 1.957
H 4.866 -0.917 0.940
H 4.228 2.546 0.482
H 2.224 2.443 1.365
H -1.902 2.397 0.661
H -3.586 2.007 0.961
H -2.390 2.402 3.606
H -3.728 3.255 2.883
H -1.299 4.204 1.542
H -1.158 4.324 3.279
H -4.131 -0.088 1.022
H -3.624 -2.510 1.293
H -1.487 -3.257 2.115
C -7.455 8.264 -0.750
C -7.206 6.933 -0.056
C -6.832 7.132 1.404
O -6.162 6.227 -0.726
H -6.553 8.882 -0.731
H -7.713 8.106 -1.797
H -8.264 8.816 -0.269
H -8.101 6.312 -0.125
H -5.911 7.715 1.494
H -6.648 6.170 1.885
H -7.624 7.649 1.950
H -5.362 6.761 -0.673
C -9.225 3.793 2.643
C -8.565 2.618 1.938
C -7.205 2.306 2.542
O -8.417 2.912 0.549
H -8.615 4.695 2.543
H -10.196 4.012 2.195
H -9.370 3.588 3.705
H -9.209 1.740 2.008
H -6.532 3.163 2.437
H -6.738 1.468 2.021
H -7.286 2.056 3.601
H -7.849 3.687 0.468
C 7.024 1.435 -2.832
C 7.178 0.103 -2.117
C 7.628 0.296 -0.678
O 8.127 -0.707 -2.815
H 7.979 1.969 -2.864
H 6.709 1.278 -3.865
H 6.288 2.068 -2.333
H 6.229 -0.434 -2.136
H 8.602 0.793 -0.638
H 7.743 -0.669 -0.180
H 6.909 0.895 -0.119
H 8.973 -0.248 -2.810
C 5.650 -3.377 -4.819
C 6.084 -2.459 -5.952
C 7.128 -3.127 -6.834
O 6.612 -1.251 -5.411
H 6.501 -3.625 -4.179
H 4.908 -2.882 -4.190
H 5.221 -4.305 -5.202
H 5.216 -2.184 -6.554
H 8.024 -3.371 -6.258
H 7.436 -2.454 -7.636
H 6.743 -4.047 -7.277
H 7.381 -1.474 -4.869
C 6.514 -6.967 -3.648
C 6.884 -6.977 -5.123
C 7.353 -8.355 -5.565
O 7.912 -6.018 -5.369
H 7.380 -7.223 -3.031
H 6.187 -5.972 -3.342
H 5.713 -7.678 -3.436
H 6.022 -6.674 -5.720
H 8.246 -8.655 -5.008
H 7.623 -8.346 -6.622
H 6.577 -9.106 -5.409
H 8.682 -6.270 -4.848
C -4.507 -4.290 -2.629
C -3.269 -3.741 -1.938
C -2.006 -4.083 -2.712
O -3.180 -4.272 -0.615
H -4.459 -5.380 -2.697
H -5.404 -4.044 -2.059
H -4.612 -3.883 -3.636
H -3.355 -2.657 -1.837
H -1.878 -5.167 -2.783
H -1.125 -3.690 -2.201
H -2.036 -3.670 -3.722
H -3.103 -5.229 -0.684
C -2.359 1.218 8.228
C -2.184 1.151 6.718
C -0.734 1.025 6.311
O -2.724 2.326 6.119
H -1.841 2.090 8.638
H -3.414 1.320 8.486
H -1.967 0.322 8.712
H -2.743 0.300 6.325
H -0.157 1.893 6.644
H -0.664 0.992 5.224
H -0.272 0.125 6.723
H -2.244 3.090 6.457
*
```

Frontier orbital gap = 8.79 eV
SMILES string = O=C1c2ccc(O)cc2C(=O)c2c(CCCI)cccc21.CC(C)O.CC(C)O.CC(C)O.CC(C)O.CC(C)O.CC(C)O.CC(C)O
LUMO energy = -0.42 eV
E = -2539.40574 Eh

=====

No. 6
C26H70BO32 | ωB97M-V/def2-TZVPD

```
! RIJCOSX wB97M-V def2-TZVPD def2/J DEFGRID3
* xyz -1 1
O 1.095 -2.537 2.035
C 0.783 -1.752 1.184
O 1.565 -0.990 0.476
B 0.876 0.146 -0.163
O -0.554 -0.161 0.153
C -0.631 -1.222 0.924
O -1.644 -1.649 1.394
O 1.101 0.162 -1.631
C 1.748 1.282 -1.930
O 2.129 1.611 -3.012
C 1.828 2.149 -0.670
O 1.345 1.433 0.339
O 2.290 3.249 -0.608
O 3.305 -2.016 3.758
H 3.875 -1.637 3.080
H 2.542 -2.374 3.268
O 3.765 1.949 2.533
H 3.332 2.082 1.681
H 3.059 2.050 3.180
C -1.629 3.160 -3.731
C -0.725 4.390 -3.679
O 0.529 4.059 -3.147
O -1.227 2.389 -4.871
H -2.657 3.505 -3.901
H -1.471 2.520 -2.859
H -1.249 5.124 -3.061
H -0.620 4.832 -4.674
H 0.884 3.224 -3.478
H -1.805 1.627 -4.969
C 4.722 -1.230 -2.050
C 4.765 -0.778 -0.607
O 6.088 -0.822 -0.090
O 5.657 -0.503 -2.861
H 3.752 -1.180 -2.540
H 5.070 -2.272 -2.095
H 4.067 -1.338 0.009
H 4.464 0.280 -0.596
H 6.574 -0.074 -0.448
H 6.537 -0.793 -2.602
C 1.990 6.616 0.628
C 0.695 6.548 -0.164
O 0.670 7.726 -0.982
O 3.121 6.231 -0.137
H 1.938 5.913 1.471
H 2.148 7.594 1.079
H -0.247 6.510 0.390
H 0.770 5.668 -0.817
H 0.033 7.667 -1.696
H 3.051 5.274 -0.219
C -4.855 0.939 -2.229
C -3.465 0.518 -1.779
O -3.560 -0.253 -0.602
O -5.224 2.216 -1.717
H -5.583 0.177 -1.928
H -4.910 1.023 -3.322
H -2.871 1.434 -1.699
H -3.009 -0.042 -2.604
H -2.737 -0.194 -0.106
H -5.991 2.572 -2.163
C -2.915 -4.267 -1.229
C -4.317 -3.701 -1.262
O -4.358 -2.463 -1.940
O -2.480 -4.610 -2.539
H -2.930 -5.158 -0.589
H -2.180 -3.588 -0.794
H -4.654 -3.566 -0.225
H -5.010 -4.392 -1.746
H -4.021 -1.754 -1.354
H -2.809 -5.466 -2.814
C -0.701 -2.694 -3.965
C 0.331 -1.858 -4.730
O 0.086 -1.925 -6.130
O -1.981 -2.072 -4.016
H -0.321 -2.683 -2.933
H -0.661 -3.733 -4.292
H 1.335 -2.176 -4.462
H 0.175 -0.816 -4.432
H -0.705 -1.425 -6.337
H -2.455 -2.480 -3.279
C -0.366 -5.170 1.330
C -0.839 -6.428 2.038
O 0.179 -7.411 2.152
O -0.239 -5.334 -0.059
H 0.585 -4.799 1.750
H -1.077 -4.367 1.523
H -1.660 -6.827 1.440
H -1.239 -6.165 3.026
H 1.008 -6.951 2.326
H 0.426 -5.982 -0.303
C -0.559 -1.596 5.745
C -0.843 -2.818 4.863
O 0.184 -3.734 5.271
O -0.647 -1.947 7.116
H -1.307 -0.831 5.535
H 0.458 -1.249 5.543
H -0.655 -2.595 3.807
H -1.842 -3.238 4.993
H 0.221 -4.508 4.707
H -0.178 -2.790 7.192
C -1.920 2.367 1.578
C -1.710 3.781 2.115
O -2.543 4.739 1.450
O -3.112 1.766 2.075
H -1.051 1.748 1.781
H -1.990 2.457 0.485
H -0.686 4.170 2.079
H -1.934 3.815 3.187
H -2.947 4.311 0.689
H -3.821 2.212 1.598
C 6.876 3.561 -0.445
C 5.819 2.944 -1.349
O 6.000 3.304 -2.698
O 8.082 2.806 -0.490
H 6.471 3.775 0.549
H 7.117 4.549 -0.860
H 4.847 3.281 -0.977
H 5.826 1.861 -1.179
H 6.023 2.503 -3.226
H 8.669 3.099 0.211
C -4.334 -2.786 3.507
C -4.012 -1.353 3.940
O -4.200 -1.185 5.341
O -4.012 -2.928 2.153
H -5.336 -3.085 3.821
H -3.778 -3.482 4.152
H -4.643 -0.663 3.369
H -3.012 -1.114 3.558
H -4.148 -0.232 5.469
H -3.079 -2.684 2.046
*
```

Frontier orbital gap = 9.57 eV
Relative energy (zero: lowest compared OMol25 entry of this formula, charge and spin) = 0.0 kcal/mol
LUMO energy = 1.69 eV
E = -3465.34485 Eh

=====

No. 7
C4H12O | ωB97M-V/def2-TZVPD

```
! RIJCOSX wB97M-V def2-TZVPD def2/J DEFGRID3
* xyz 0 1
C -2.906 -0.317 -0.087
C -1.615 -0.912 -0.567
O -1.635 -1.399 -1.945
H -3.560 -0.179 -0.871
H -2.583 0.712 0.300
H -3.333 -0.791 0.901
H -0.739 -0.292 -0.449
H -1.281 -2.035 -0.174
H -1.879 -0.745 -2.553
C 2.103 1.361 0.521
C 2.838 0.066 0.916
H 1.047 1.354 0.421
H 2.064 2.365 1.040
H 2.421 1.693 -0.489
H 3.232 0.227 1.808
H 3.509 -0.188 0.162
H 2.317 -0.920 1.066
*
```

Frontier orbital gap = 11.27 eV
SMILES string = CCO.CC
Relative energy (zero: lowest compared OMol25 entry of this formula, charge and spin) = 56.6 kcal/mol
LUMO energy = 0.91 eV
E = -234.74249 Eh